# C35H57As3ClIrN6O2S2

C35H57As3ClIrN6O2S2 as an isolated structure (ωB97M-V/def2-TZVPD, OMol25).

Geometry as XYZ:
```
107
Properties=species:S:1:pos:R:3
Ir 0.017 -0.236 0.007
C -1.381 -3.577 1.216
As 0.264 -2.693 0.676
C 1.346 -3.294 2.190
C 0.716 -3.818 -0.892
C 2.130 -3.807 -1.508
C 2.177 -4.975 -2.511
C 2.435 -2.518 -2.292
As 2.178 -0.716 -1.496
C 2.582 0.281 -3.126
C 3.870 -0.440 -0.551
C 3.169 -4.045 -0.406
As 4.912 -4.869 -0.917
C 6.187 -3.399 -1.103
C 5.463 -5.612 0.801
H -1.185 -4.635 1.397
H -2.175 -3.472 0.479
H -1.707 -3.111 2.146
H 1.410 -4.383 2.211
H 0.819 -2.954 3.079
H 2.341 -2.854 2.196
H 0.000 -3.494 -1.652
H 0.454 -4.847 -0.625
H 1.339 -4.927 -3.204
H 2.135 -5.936 -1.989
H 3.102 -4.943 -3.100
H 1.810 -2.499 -3.188
H 3.476 -2.555 -2.635
H 3.516 -0.077 -3.560
H 2.679 1.338 -2.892
H 1.773 0.159 -3.844
H 4.696 -0.875 -1.116
H 3.833 -0.869 0.451
H 4.036 0.631 -0.448
H 2.772 -4.755 0.323
H 3.420 -3.114 0.111
H 6.026 -2.828 -2.015
H 7.193 -3.817 -1.130
H 6.085 -2.755 -0.229
H 4.836 -6.456 1.083
H 5.373 -4.819 1.545
H 6.498 -5.946 0.749
S -0.316 -0.114 2.768
C 0.874 1.059 2.458
N 1.205 1.316 1.213
C 2.144 2.326 1.106
C 2.656 2.861 -0.074
C 3.584 3.883 0.003
C 4.000 4.380 1.240
C 3.488 3.869 2.420
C 2.557 2.842 2.344
S 1.716 2.021 3.637
H 2.302 2.476 -1.024
H 3.991 4.312 -0.902
H 4.723 5.183 1.278
H 3.798 4.265 3.378
C -6.998 -1.767 1.771
C -6.121 -2.937 1.303
C -4.812 -2.890 2.114
C -6.824 -4.242 1.702
C -5.803 -2.904 -0.249
O -4.546 -3.572 -0.477
C -6.821 -3.609 -1.195
C -7.985 -2.844 -1.866
C -9.126 -2.378 -1.000
C -9.913 -3.290 -0.301
C -10.955 -2.868 0.505
C -11.238 -1.512 0.603
Cl -12.530 -0.977 1.611
C -10.499 -0.588 -0.120
C -9.453 -1.028 -0.915
C -5.566 -1.500 -0.843
N -4.359 -0.838 -0.376
C -3.103 -1.079 -0.744
N -2.288 -0.271 -0.083
C -3.127 0.464 0.699
N -4.386 0.149 0.538
H -7.317 -1.959 2.797
H -7.896 -1.664 1.168
H -6.450 -0.827 1.765
H -5.060 -2.780 3.171
H -4.177 -2.049 1.837
H -4.237 -3.810 2.004
H -6.835 -4.315 2.790
H -6.305 -5.128 1.325
H -7.858 -4.260 1.366
H -4.654 -4.496 -0.225
H -7.215 -4.496 -0.700
H -6.203 -3.964 -2.023
H -8.397 -3.542 -2.599
H -7.599 -1.995 -2.433
H -9.717 -4.352 -0.400
H -11.556 -3.581 1.054
H -10.742 0.463 -0.058
H -8.880 -0.303 -1.483
H -6.405 -0.844 -0.634
H -5.459 -1.626 -1.921
H -2.819 -1.816 -1.476
H -2.797 1.218 1.392
N -0.788 3.343 -2.725
C -0.626 2.581 -1.624
N -0.854 3.164 -0.428
O -0.266 1.392 -1.723
H -1.091 4.299 -2.685
H -0.690 2.913 -3.626
H -1.106 4.131 -0.341
H -0.623 2.646 0.403
```

Results
- LUMO level (spin up / spin down) (eV) = -4.2462 / -9.1431
- multiplicity = 5
- relative energy (zero: lowest compared OMol25 entry of this formula, charge and spin) (eV) = 0.0000
- expectation value of S² = 6.0142
- total charge = +2

=====

# C35H57Cl23N2

A 12-piece molecular cluster, C35H57Cl23N2 overall (ωB97M-V/def2-TZVPD, OMol25).

Geometry as XYZ:
```
117
Properties=species:S:1:pos:R:3
C 6.741 0.438 -1.211
C 7.661 1.562 -1.632
C 8.959 1.217 -2.012
C 9.877 2.171 -2.434
C 9.486 3.502 -2.426
C 8.202 3.855 -2.048
C 7.261 2.902 -1.662
C 5.865 3.411 -1.307
C 4.818 3.309 -2.490
Cl 5.602 2.682 -3.984
C 4.418 4.690 -2.829
N 4.040 5.733 -3.123
C 3.467 2.579 -2.134
C 2.823 2.027 -3.443
C 3.610 1.431 -1.241
N 3.628 0.673 -0.386
H 7.302 -0.453 -0.933
H 6.133 0.781 -0.376
H 6.055 0.231 -2.040
H 9.241 0.170 -2.012
H 10.862 1.836 -2.750
H 10.205 4.253 -2.735
H 7.948 4.912 -2.072
H 6.028 4.474 -1.120
H 5.493 2.986 -0.374
H 2.771 3.338 -1.774
H 3.321 1.108 -3.745
H 1.808 1.719 -3.172
H 2.795 2.774 -4.233
Cl -0.277 4.078 -1.119
C -0.269 5.764 -0.541
C 0.967 6.502 -0.986
Cl 2.426 5.882 -0.179
H -0.358 5.748 0.543
H -1.156 6.246 -0.950
H 0.883 7.558 -0.732
H 1.118 6.422 -2.060
Cl -4.658 0.281 1.220
C -3.067 0.365 0.415
C -2.023 1.017 1.284
Cl -2.332 2.755 1.516
H -3.195 0.898 -0.524
H -2.772 -0.659 0.191
H -1.045 0.928 0.812
H -1.972 0.551 2.265
Cl 9.676 -1.233 2.648
C 11.024 -0.417 1.814
C 10.799 1.067 1.685
Cl 9.471 1.445 0.550
H 11.150 -0.886 0.841
H 11.921 -0.604 2.403
H 11.697 1.543 1.293
H 10.566 1.518 2.648
Cl -8.103 -4.587 2.936
C -6.802 -3.360 2.881
C -6.515 -2.898 1.476
Cl -5.766 -4.183 0.491
H -5.920 -3.789 3.351
H -7.136 -2.518 3.484
H -5.817 -2.064 1.497
H -7.419 -2.574 0.968
Cl -9.639 -2.741 -0.104
C -9.924 -2.062 -1.725
C -8.633 -1.843 -2.473
Cl -7.656 -0.536 -1.755
H -10.484 -1.137 -1.609
H -10.548 -2.773 -2.264
H -8.849 -1.554 -3.501
H -8.026 -2.745 -2.489
Cl -6.060 -10.169 2.916
C -6.397 -8.456 2.553
C -5.140 -7.667 2.297
Cl -4.158 -7.467 3.772
H -6.964 -8.041 3.383
H -7.026 -8.438 1.664
H -5.399 -6.668 1.951
H -4.518 -8.141 1.542
Cl -12.705 -3.255 3.534
C -12.045 -4.754 4.237
C -12.763 -5.980 3.737
Cl -14.437 -6.076 4.346
H -12.102 -4.671 5.320
H -10.994 -4.801 3.954
H -12.248 -6.875 4.083
H -12.800 -6.006 2.651
Cl 2.616 3.994 4.792
C 3.942 5.182 4.738
C 4.246 5.631 3.332
Cl 4.972 4.330 2.353
H 4.814 4.736 5.211
H 3.627 6.037 5.334
H 4.964 6.450 3.354
H 3.350 5.975 2.820
Cl 6.137 -0.461 -5.644
C 5.150 -1.934 -5.817
C 3.779 -1.769 -5.213
Cl 3.836 -1.650 -3.435
H 5.692 -2.757 -5.358
H 5.061 -2.134 -6.884
H 3.165 -2.636 -5.455
H 3.282 -0.880 -5.594
Cl 13.058 1.610 -3.994
C 12.736 3.315 -4.397
C 14.005 4.107 -4.578
Cl 14.886 4.324 -3.044
H 12.114 3.734 -3.611
H 12.164 3.318 -5.324
H 13.766 5.101 -4.951
H 14.677 3.627 -5.285
Cl -20.529 -4.937 5.331
C -18.934 -4.841 4.540
C -17.900 -4.184 5.418
Cl -18.220 -2.446 5.650
H -19.056 -4.307 3.601
H -18.630 -5.863 4.318
H -16.918 -4.267 4.953
H -17.855 -4.651 6.399
```

Results
- LUMO level (eV) = 0.3743
- SMILES = Cc1ccccc1C[C@](Cl)(C#N)[C@@H](C)C#N.ClCCCl.ClCCCl.ClCCCl.ClCCCl.ClCCCl.ClCCCl.ClCCCl.ClCCCl.ClCCCl.ClCCCl.ClCCCl

=====

# C35H57MnO3PSi2

C35H57MnO3PSi2 as an isolated structure (ωB97M-V/def2-TZVPD, OMol25).

Geometry as XYZ:
```
99
Properties=species:S:1:pos:R:3
O -0.761 -2.489 -2.374
O -2.176 -1.147 -3.566
C 0.202 -3.486 -2.971
C 1.157 -3.996 -1.922
H 0.712 -2.932 -3.754
H -0.414 -4.291 -3.409
H 1.613 -3.178 -1.332
H 1.972 -4.539 -2.423
H 0.674 -4.719 -1.255
C -1.503 -2.912 -1.170
C -2.655 -3.808 -1.549
H -1.818 -1.989 -0.671
H -0.793 -3.425 -0.502
H -3.339 -3.297 -2.242
H -3.215 -4.071 -0.651
H -2.289 -4.731 -2.026
C -3.199 -0.184 -3.232
C -1.930 -1.190 -5.003
C -3.417 -0.156 -1.743
H -4.126 -0.428 -3.766
H -2.847 0.794 -3.606
H -3.697 -1.143 -1.375
H -4.229 0.536 -1.537
H -2.518 0.193 -1.225
C -2.544 -2.441 -5.537
H -0.842 -1.134 -5.115
H -2.370 -0.295 -5.453
H -2.158 -3.346 -5.040
H -2.347 -2.518 -6.609
H -3.632 -2.416 -5.388
H -1.534 -2.214 -3.032
Mn 0.749 1.199 0.676
C 0.568 0.968 -1.131
Si 1.103 1.606 -2.848
H -0.484 0.739 -1.366
H 1.002 -0.066 -1.136
C 1.881 0.148 -3.741
C 2.250 3.054 -2.562
C -0.427 2.173 -3.788
C 2.677 1.016 0.316
Si 4.069 1.745 1.377
H 2.854 1.338 -0.729
H 2.757 -0.098 0.282
C 4.771 3.195 0.404
C 5.328 0.383 1.622
C 3.542 2.367 3.056
H -0.245 3.144 -4.266
H -1.277 2.283 -3.104
H -0.726 1.464 -4.576
H 2.907 -0.031 -3.386
H 1.935 0.325 -4.828
H 1.297 -0.775 -3.574
H 3.300 2.747 -2.537
H 2.000 3.543 -1.615
H 2.118 3.772 -3.370
H 5.874 0.159 0.694
H 4.821 -0.534 1.959
H 6.054 0.681 2.392
H 2.761 1.729 3.483
H 3.172 3.395 3.004
H 4.412 2.339 3.723
H 5.419 3.785 1.068
H 3.974 3.851 0.025
H 5.374 2.851 -0.448
O 1.721 -0.242 2.838
C 0.763 -0.177 2.059
C -0.341 -1.186 2.044
C 0.057 -2.507 1.837
C -0.865 -3.544 1.907
C -2.211 -3.250 2.141
C -2.621 -1.935 2.346
C -1.689 -0.884 2.361
P -2.253 0.761 2.919
C -1.845 0.706 4.700
C -2.833 1.154 5.601
C -2.565 1.188 6.967
C -1.316 0.753 7.447
C -0.355 0.281 6.556
C -0.617 0.241 5.187
C -0.989 1.929 2.253
C -0.218 2.826 3.008
C 0.619 3.746 2.366
C 0.631 3.897 0.984
C -0.273 3.151 0.209
C -1.078 2.142 0.821
H 1.121 -2.710 1.631
H -0.528 -4.574 1.753
H -2.942 -4.064 2.167
H -3.677 -1.712 2.518
H -3.799 1.482 5.204
H -3.324 1.553 7.657
H -1.109 0.787 8.517
H 0.614 -0.062 6.920
H 0.137 -0.151 4.510
H -0.268 2.814 4.095
H 1.261 4.397 2.979
H 1.239 4.678 0.509
H -0.387 3.359 -0.862
H -1.845 1.614 0.251
```

Results
- LUMO level (spin up / spin down) (eV) = -0.2012 / -0.2022
- multiplicity = 6
- expectation value of S² = 8.8147

=====

# C35H57N2O2P2Pt

C35H57N2O2P2Pt as an isolated structure (ωB97M-V/def2-TZVPD, OMol25).

Geometry as XYZ:
```
99
Properties=species:S:1:pos:R:3
C 2.257 1.373 1.306
C 0.128 2.258 1.812
C 2.861 2.228 2.229
C 0.694 3.053 2.842
C 2.061 3.032 3.048
H 3.940 2.206 2.309
H 0.023 3.716 3.384
H 2.516 3.672 3.800
N 0.921 1.295 1.224
P 2.087 -0.944 -0.172
P -2.007 1.392 0.196
C 3.044 0.578 0.289
H 3.185 1.182 -0.625
H 4.052 0.350 0.655
C -0.849 -1.287 -1.146
O -1.382 -2.136 -1.735
C -1.132 2.508 1.263
H -1.685 3.321 1.756
C -2.952 2.745 -0.819
C -3.240 0.208 1.094
C 2.845 -1.397 -1.839
C 2.565 -2.128 1.247
C -2.748 2.330 -2.286
H -3.072 1.299 -2.486
H -3.341 2.993 -2.928
H -1.700 2.414 -2.587
C -4.450 2.873 -0.500
H -5.028 1.953 -0.613
H -4.613 3.279 0.508
H -4.880 3.598 -1.212
C -2.396 4.156 -0.567
H -2.843 4.835 -1.307
H -2.659 4.521 0.434
H -1.311 4.223 -0.672
C -4.112 -0.486 0.027
H -3.530 -1.166 -0.606
H -4.889 -1.068 0.548
H -4.632 0.224 -0.628
C -2.460 -0.851 1.887
H -1.793 -1.448 1.250
H -1.862 -0.399 2.692
H -3.168 -1.557 2.348
C -4.122 0.959 2.093
H -4.836 1.638 1.619
H -4.704 0.214 2.654
H -3.524 1.523 2.815
C 2.439 -3.596 0.824
H 2.615 -4.233 1.707
H 1.429 -3.828 0.464
H 3.180 -3.894 0.072
C 1.592 -1.902 2.412
H 1.584 -0.865 2.762
H 0.571 -2.192 2.137
H 1.894 -2.535 3.260
C 3.995 -1.878 1.752
H 4.259 -2.674 2.465
H 4.743 -1.903 0.951
H 4.082 -0.928 2.292
C 2.600 -0.256 -2.852
H 3.077 0.684 -2.547
H 3.031 -0.559 -3.820
H 1.529 -0.066 -3.001
C 2.208 -2.682 -2.399
H 1.119 -2.601 -2.505
H 2.637 -2.854 -3.400
H 2.440 -3.562 -1.786
C 4.358 -1.614 -1.683
H 4.870 -0.724 -1.291
H 4.593 -2.482 -1.051
H 4.772 -1.818 -2.683
Pt -0.016 0.080 -0.247
N 0.472 1.873 -1.181
C 0.431 3.060 -1.268
C 0.776 4.151 -2.147
C 0.898 3.846 -3.522
C 1.007 5.468 -1.701
C 1.247 4.843 -4.436
H 0.719 2.820 -3.864
C 1.367 6.458 -2.625
H 0.915 5.713 -0.636
C 1.490 6.145 -3.987
H 1.330 4.597 -5.500
H 1.559 7.486 -2.300
H 1.779 6.919 -4.705
C -2.508 -4.965 2.873
C -1.155 -4.389 2.495
O -1.019 -3.987 1.119
C -1.373 -4.988 0.148
C -0.472 -6.203 0.145
H -3.337 -4.335 2.526
H -2.557 -5.025 3.966
H -2.635 -5.983 2.484
H -0.963 -3.471 3.064
H -0.357 -5.112 2.734
H -2.420 -5.286 0.310
H -1.303 -4.465 -0.810
H -0.513 -6.747 1.096
H -0.810 -6.884 -0.641
H 0.571 -5.938 -0.070
```

Results
- LUMO level (spin up / spin down) (eV) = -2.4809 / -4.4887
- multiplicity = 3
- relative energy (zero: lowest compared OMol25 entry of this formula, charge and spin) (eV) = 1.0986
- expectation value of S² = 2.0418
- total charge = +1